Formula: C32H47N2O19S
Source: the OMol25 dataset
Level of theory: ωB97M-V with the def2-TZVPD basis set

## Properties
- LUMO level (eV) = -4.4
- electronic energy (Ha) = -3184.44840
- HOMO energy (hartree) = -0.396
- orbital gap (eV) = 6.41

Structure (ORCA input):
```
! RIJCOSX wB97M-V def2-TZVPD def2/J DEFGRID3
* xyz 1 1
C 1.90782 0.55395 -2.93461
C 1.01914 -0.80119 -2.79120
S 1.94950 -2.15901 -1.90614
C 0.75892 -3.51032 -1.40914
C -0.59619 -2.79457 -0.95724
C -1.82320 -2.89310 -1.93329
C -3.12286 -2.15050 -1.50807
C -3.11935 -1.39836 -0.14971
N -1.95674 -1.35505 0.69238
C -0.68092 -2.00345 0.37325
C 0.49230 -1.78636 1.43020
C 1.33467 -3.10405 1.78917
N 2.66145 -3.19330 1.11843
C 3.28887 -4.52235 1.38333
C 4.65259 -4.75336 0.56307
C 3.56835 -2.09208 1.49893
C 4.56030 -2.10470 2.77001
O 3.63218 -1.05010 0.77175
H 1.33275 1.27528 -3.62945
H 1.86393 1.03679 -1.88419
H 2.97854 0.35361 -3.28077
H 0.64656 -1.20379 -3.79460
H 0.06894 -0.46658 -2.21722
H 0.55574 -4.12679 -2.36932
H 1.18462 -4.24759 -0.64992
H -1.70870 -3.46639 -2.92466
H -4.01283 -2.18582 -2.22702
H -4.08116 -0.84766 0.13250
H -2.05896 -0.81912 1.58115
H 1.12625 -0.90158 1.08362
H -0.01045 -1.44632 2.41792
H 0.71890 -4.02259 1.45628
H 1.52434 -3.22214 2.92408
H 3.48546 -4.73224 2.49304
H 2.55382 -5.33139 1.02401
H 4.41617 -4.67357 -0.56086
H 5.50889 -4.05658 0.87381
H 5.00417 -5.83071 0.73428
H 4.31760 -1.25464 3.50432
H 5.61607 -1.86032 2.36417
H 4.64869 -3.12277 3.27815
C -3.20563 0.86517 -3.46783
C -3.53927 2.26333 -3.04753
O -2.26207 2.83671 -2.80347
C -1.35824 2.12594 -3.52738
O -0.21250 2.43848 -3.68133
O -1.92142 1.00450 -4.05536
H -3.92107 0.46302 -4.18699
H -3.13174 0.17960 -2.61823
H -4.03688 2.83329 -3.83725
H -4.15707 2.29034 -2.14840
C -1.30194 -8.00832 -0.26575
C -1.58549 -6.57857 0.08171
O -0.28790 -6.03872 0.29695
C 0.59039 -6.82063 -0.39206
O 1.74744 -6.55058 -0.56207
O -0.01239 -7.94341 -0.86158
H -2.03197 -8.42073 -0.96352
H -1.25128 -8.65200 0.61693
H -2.06339 -6.03466 -0.73878
H -2.20100 -6.48098 0.97724
C -1.40720 3.49598 1.82265
C -2.27986 3.29088 0.63006
O -2.79472 1.97687 0.82909
C -2.72985 1.72121 2.16322
O -3.23459 0.76508 2.69472
O -2.02286 2.68121 2.81808
H -1.37402 4.53192 2.13776
H -0.38480 3.14100 1.65992
H -3.11370 3.99627 0.59602
H -1.72531 3.35240 -0.30681
C -2.16976 8.30927 3.29807
C -0.79730 8.63083 2.79174
O -0.45403 7.47195 2.04217
C -1.61702 6.87704 1.67060
O -1.69260 5.96766 0.88646
O -2.68334 7.43923 2.29648
H -2.79556 9.19675 3.40045
H -2.15024 7.77644 4.25303
H -0.78870 9.49814 2.12551
H -0.08333 8.79763 3.59934
C 2.55261 2.13261 -6.64047
C 3.37243 0.93403 -6.27014
O 3.78193 0.42207 -7.52959
C 3.73772 1.45617 -8.41558
O 4.17757 1.41204 -9.52728
O 3.12900 2.54649 -7.87110
H 2.61479 2.92737 -5.89549
H 1.50023 1.88468 -6.80816
H 4.26176 1.19840 -5.69002
H 2.79668 0.19025 -5.71723
C -1.89087 1.85700 6.26532
C -0.55554 2.47832 5.98950
O -0.71511 3.80767 6.46203
C -1.71492 3.78624 7.38757
O -1.99317 4.70514 8.10183
O -2.35495 2.58435 7.39448
H -1.81697 0.79223 6.49238
H -2.59580 1.99609 5.44068
H 0.25306 1.99866 6.54929
H -0.30438 2.47145 4.92767
*
```

Formula: C6H18N2Si2
Source: the OMol25 dataset
Level of theory: ωB97M-V with the def2-TZVPD basis set

## Properties
- ⟨S²⟩ = 2.0140
- LUMO level (alpha / beta) (eV) = 0.7 / -2.7
- electronic energy (Ha) = -927.70759
- HOMO energy (alpha / beta) (hartree) = -0.157 / -0.342
- orbital gap (alpha / beta) (eV) = 5.01 / 6.63

Structure (ORCA input):
```
! RIJCOSX wB97M-V def2-TZVPD def2/J DEFGRID3
* xyz 0 3
C 1.48837 -1.90262 2.08593
C 1.20967 -0.57509 2.01639
C 1.68636 -0.06185 -2.30545
C -3.61430 0.50927 -0.74402
C -1.38874 -1.63126 -0.41442
C 2.10732 2.29724 0.76751
N 1.79180 -0.38987 -0.83300
N -0.88937 1.43261 0.69307
Si -2.02130 0.11177 0.38674
Si 1.33895 0.54147 0.47885
H 1.58355 -2.52957 3.06467
H 1.60813 -2.29288 1.16534
H 1.12253 0.03102 2.84836
H 0.96138 -0.74931 -2.65062
H 1.14566 0.89579 -2.45264
H 2.50892 -0.01120 -3.04550
H -3.30227 1.05805 -1.67980
H -4.30151 -0.35987 -0.99414
H -4.21982 1.31736 -0.22001
H -0.79012 -2.19034 0.35870
H -2.30453 -2.23095 -0.51129
H -0.72470 -1.62282 -1.31330
H 1.53845 3.16044 0.49747
H 2.30855 2.38577 1.84280
H 3.02477 2.33439 0.24037
H 1.87755 -1.39485 -0.77247
H -0.92858 2.07337 -0.10478
H -2.81669 -0.20603 1.59525
*
```

Formula: C6H11N
Source: the OMol25 dataset
Level of theory: ωB97M-V with the def2-TZVPD basis set

## Properties
- LUMO level (eV) = 1.0
- electronic energy (Ha) = -289.78962
- HOMO energy (hartree) = -0.325
- orbital gap (eV) = 9.90
- SMILES = C1C[C@H]2CC[C@@H]2N1

Structure (ORCA input):
```
! RIJCOSX wB97M-V def2-TZVPD def2/J DEFGRID3
* xyz 0 1
C 0.41486 -0.30041 1.90925
C -0.41699 -1.28576 0.97530
C 0.01181 -0.76358 -0.42094
C -0.62363 -0.49959 -1.81435
C 0.00283 1.11869 -1.66124
C -0.02364 0.74592 -0.16776
N 0.83724 0.91485 0.99831
H 1.30170 -0.68425 2.22583
H -0.17552 0.06840 2.72545
H -0.40352 -2.35615 1.48705
H -1.56572 -1.10655 1.08415
H 1.05514 -1.42873 -0.61086
H -1.66152 -0.16769 -1.70771
H -0.30620 -1.24127 -2.55421
H -0.66307 2.16086 -1.74390
H 1.03650 1.35945 -2.08680
H -1.21969 0.99587 -0.19413
H 0.54985 1.90450 1.46532
*
```

Formula: C21H29N3O3
Source: the OMol25 dataset
Level of theory: ωB97M-V with the def2-TZVPD basis set

## Properties
- LUMO level (eV) = 0.8
- electronic energy (Ha) = -1207.59974
- HOMO energy (hartree) = -0.309
- orbital gap (eV) = 9.23
- SMILES = CCOC(=O)[C@]1(Cc2cccc(OC)c2)CCCN(Cc2cnn(C)c2)C1

Structure (ORCA input):
```
! RIJCOSX wB97M-V def2-TZVPD def2/J DEFGRID3
* xyz 0 1
C -1.12178 4.81989 1.35381
C -0.25273 4.40764 0.17469
O -0.74956 3.22496 -0.45264
C -0.41133 2.05746 0.10286
O 0.27330 1.96211 1.08843
C -1.00772 0.88554 -0.66225
C -0.39262 0.85483 -2.08060
C 1.10804 0.90343 -2.04142
C 1.78682 2.11820 -2.05274
C 3.16435 2.14348 -1.96694
C 3.89564 0.97040 -1.87246
C 3.23009 -0.24891 -1.88045
O 3.83356 -1.47131 -1.80559
C 5.23557 -1.52197 -1.71826
C 1.83901 -0.26946 -1.97142
C -2.53388 1.05959 -0.72431
C -3.19863 -0.18945 -1.29480
C -2.74973 -1.43160 -0.53007
N -1.30384 -1.53634 -0.57784
C -0.80204 -2.81881 -0.09950
C -1.07928 -3.09178 1.34558
C -2.19457 -3.73371 1.91026
N -2.12827 -3.73547 3.22831
N -1.00087 -3.10581 3.54057
C -0.61461 -2.93289 4.91046
C -0.33629 -2.69816 2.44123
C -0.69518 -0.40825 0.09648
H -0.75612 5.75509 1.76807
H -2.15282 4.95078 1.03375
H -1.08444 4.05428 2.12458
H -0.26384 5.17076 -0.60681
H 0.77478 4.22505 0.50645
H -0.71228 -0.07155 -2.55610
H -0.77647 1.70798 -2.64250
H 1.23478 3.04222 -2.13644
H 3.68701 3.08917 -1.97330
H 4.97055 1.02264 -1.80106
H 5.60147 -1.02452 -0.81384
H 5.71073 -1.07271 -2.59667
H 5.49081 -2.57978 -1.67411
H 1.34236 -1.22692 -1.99275
H -2.78550 1.93524 -1.32434
H -2.90426 1.22861 0.29101
H -2.93653 -0.30209 -2.34670
H -4.28366 -0.09266 -1.22494
H -3.17588 -2.32484 -0.99397
H -3.12141 -1.37559 0.50906
H 0.27818 -2.82996 -0.27314
H -1.26073 -3.59852 -0.71490
H -3.02427 -4.19226 1.40944
H -1.40785 -3.34344 5.53176
H -0.48091 -1.87431 5.14134
H 0.31816 -3.46144 5.11880
H 0.59517 -2.17241 2.50573
H 0.38564 -0.55199 0.13572
H -1.05614 -0.30044 1.13445
*
```